# C19H27AsBr2N2OPrS7Sb

A molecular structure, C19H27AsBr2N2OPrS7Sb in a non-equilibrium geometry (the ωB97M-V functional and the def2-TZVPD basis, OMol25).

The value obtained for the energy above the lowest of the compared OMol25 structures with the same formula, charge and spin is 0.021 eV. The orbital gap (alpha / beta) is 0.250 / 0.250 Eh. As for the spin multiplicity: 3. Its net charge is 0. The HOMO energy (alpha / beta) is -7.1707 / -7.1826 eV.

```
61
Properties=species:S:1:pos:R:3:forces:R:3
Pr 0.774582 0.168162 -0.526372 -1.29 0.17 0.30
Sb 3.407182 2.009262 -1.374072 0.04 -0.01 -0.25
Br 1.435882 1.769262 6.461028 -0.11 -0.13 -0.26
Br -2.840918 6.331562 1.996428 0.15 -0.23 -0.11
As 2.659382 -2.577638 0.363528 1.76 -1.99 0.29
S 0.859982 1.165662 -4.355272 0.04 -0.33 -0.36
S -2.265418 1.587662 -2.181472 -0.32 -0.47 -0.21
S 3.322382 -0.283038 -1.811772 0.06 0.19 -0.13
S -2.193618 -1.005338 0.114828 -0.21 -0.25 -0.34
S 0.103082 -1.978338 -2.242772 -0.12 -0.23 -0.10
S 2.580982 1.914162 0.818728 0.27 0.19 -0.18
S 0.964782 2.226662 -2.606572 0.42 0.62 0.18
O 1.283282 -1.724938 0.656128 -0.80 0.62 0.27
N -0.527118 2.575162 0.443528 -0.02 -0.06 0.18
N -0.063518 0.487062 2.229728 -0.04 0.23 -0.12
C -0.806118 2.723762 1.744028 -0.15 0.48 -0.39
C -1.902218 1.490262 -3.974572 -0.11 0.08 0.46
C -2.260418 -2.541038 -0.893072 -0.09 0.18 0.37
C 2.921882 -3.420238 -1.374772 -0.04 0.29 -0.06
C -3.517318 0.261862 -2.021072 0.33 0.47 -0.27
C -0.871918 -3.080838 -1.166972 0.30 0.20 -0.20
C -1.475618 4.743162 0.038028 -0.15 0.01 0.33
C -1.523818 3.813962 2.234328 0.01 -0.06 -0.05
C -1.872118 4.827762 1.361128 0.06 0.08 -0.12
C 2.481582 -4.191938 1.486228 -0.16 0.35 -0.11
C -0.832718 0.469562 -4.309572 0.34 0.02 0.26
C 0.779482 1.226262 4.765328 -0.03 -0.11 0.08
C 0.184182 2.155662 3.934628 0.01 -0.18 -0.08
C 4.190882 -1.660638 1.135128 -0.09 0.00 -0.20
C -0.233318 1.736362 2.671428 0.23 -0.26 0.37
C -0.836218 3.582562 -0.363172 -0.03 0.31 -0.05
C -3.653018 -0.127338 -0.563172 0.51 -0.25 0.09
C 0.882982 -0.092838 4.352928 -0.05 0.25 0.07
C 0.441482 -0.402538 3.075028 0.01 -0.26 0.26
H -0.839018 -0.374638 -3.604372 -0.15 0.23 -0.40
H -3.748518 0.763062 0.058028 -0.16 0.01 0.06
H -2.747418 -2.304638 -1.838272 0.00 -0.06 0.06
H 3.793882 -1.034738 1.939628 0.01 -0.09 -0.11
H -1.806918 3.872462 3.272428 0.02 -0.03 0.11
H -3.185818 -0.570438 -2.644172 -0.10 0.00 0.06
H -1.663418 5.532062 -0.671072 -0.07 0.07 -0.05
H -0.534418 3.487462 -1.396872 -0.10 0.02 0.11
H 0.504182 -1.420438 2.709928 0.08 0.10 -0.03
H 2.075982 -4.086838 -1.560072 0.11 0.13 0.15
H 3.346682 -4.847938 1.379428 -0.01 0.10 -0.08
H -0.960418 0.089262 -5.324172 0.03 -0.03 -0.05
H 2.375882 -3.916038 2.538628 0.03 0.07 -0.14
H -4.522518 -0.766838 -0.410572 -0.03 0.07 0.04
H 1.579882 -4.732938 1.179328 0.16 0.13 -0.01
H 4.904982 -2.381638 1.529928 -0.08 -0.11 0.01
H 3.851882 -3.986038 -1.344972 0.08 -0.04 0.23
H -4.470918 0.640162 -2.400072 0.04 -0.11 0.02
H -2.845018 1.260962 -4.472872 0.02 0.09 -0.06
H 2.971882 -2.680938 -2.174272 -0.10 -0.19 0.22
H 1.302282 -0.849338 4.997028 0.03 -0.06 0.01
H -1.583318 2.497962 -4.241072 -0.13 -0.02 -0.17
H -0.325918 -3.240938 -0.229872 -0.19 -0.11 -0.08
H -0.968418 -4.029838 -1.700072 -0.05 -0.05 0.18
H -2.864018 -3.262238 -0.338472 -0.06 -0.02 -0.04
H 4.662282 -1.021738 0.389828 -0.13 -0.09 0.07
H 0.097682 3.185662 4.239628 -0.01 0.07 -0.02
```
Positions in Å, forces in eV/Å.

# C19H27AsN3O5PSSn

A molecular structure, C19H27AsN3O5PSSn in a non-equilibrium geometry (the ωB97M-V functional and the def2-TZVPD basis, OMol25).

The value obtained for the energy above the lowest of the compared OMol25 structures with the same formula, charge and spin is 0.942 eV. The orbital gap is 0.267 Eh. Its net charge is 0. The HOMO energy is -8.0517 eV.

```
58
Properties=species:S:1:pos:R:3:forces:R:3
Sn -0.022200 0.126900 -0.703200 0.64 -0.28 0.06
As -0.549000 -2.783900 -0.533900 -0.27 -1.10 -0.08
S -7.843700 -0.448500 -1.132600 -0.15 -0.05 -0.02
P -0.692200 3.433500 1.140000 -0.19 0.73 0.66
O 3.031100 -1.893100 -3.216100 0.56 -0.27 -0.22
O 0.339300 -0.037500 1.644400 -0.70 -0.06 -0.98
O 1.216900 -0.803200 -2.524200 -0.61 0.22 0.32
O -0.677800 2.663300 -0.131800 0.06 -0.41 -0.52
O 1.811200 0.432000 3.237300 0.31 0.06 0.24
N -2.736700 -0.116400 -0.075500 0.10 -0.06 0.13
N -7.574800 0.299900 1.356500 0.38 0.09 0.16
N 2.221600 -0.512400 -0.114600 -0.28 0.10 -0.02
C 4.405300 -1.126400 -0.783100 -0.09 0.08 -0.02
C -3.484800 0.225600 -1.115300 -0.06 0.11 -0.17
C 0.814700 -4.097400 0.016900 0.01 0.24 0.04
C 4.863700 -0.879100 0.503100 -0.14 0.00 -0.06
C -4.862200 0.316100 -1.058300 -0.08 -0.07 0.18
C -4.713700 -0.343300 1.233200 -0.15 0.11 -0.14
C 3.964800 -0.479900 1.483700 -0.22 0.04 0.00
C 0.956800 4.128900 1.494400 -0.56 -0.32 -0.03
C -1.261700 2.432500 2.544100 0.32 0.42 -0.46
C -6.976000 -0.006900 0.191900 -0.97 -0.10 -0.22
C -5.507900 0.008300 0.139400 0.90 0.03 0.10
C -3.336800 -0.381800 1.074300 -0.08 -0.06 0.14
C 2.403900 -1.236800 -2.407800 0.04 0.05 0.12
C -2.157200 -3.629500 0.267500 0.20 0.39 0.02
C -1.835500 4.859600 1.027900 0.48 -0.52 0.10
C 1.519700 0.065000 2.111400 0.44 0.03 0.10
C 2.633100 -0.313700 1.129000 -0.01 0.05 0.42
C 3.058700 -0.923600 -1.053400 0.12 -0.21 -0.40
C -0.803300 -3.411900 -2.371100 0.05 0.14 0.02
H -2.076600 -3.614800 1.352300 0.04 0.02 0.07
H 1.647100 3.300700 1.645400 0.05 -0.05 0.04
H 5.909100 -1.010800 0.746700 0.03 -0.01 0.00
H -2.828600 4.481600 0.796300 -0.08 -0.03 0.02
H -1.852200 5.404800 1.967000 -0.06 0.14 0.09
H 0.157600 -3.386800 -2.877900 0.09 0.06 -0.04
H -1.513100 5.510500 0.219200 0.05 0.07 -0.03
H -3.039300 -3.053300 -0.011400 0.02 0.00 -0.05
H -8.580500 0.282400 1.405700 0.06 -0.01 -0.09
H 1.263800 4.694300 0.615100 0.00 0.02 0.01
H 0.548500 -5.115000 -0.281800 -0.11 0.19 -0.01
H -2.676900 -0.650600 1.888500 0.00 -0.05 0.15
H -2.945200 0.429100 -2.035400 -0.06 0.08 -0.02
H -7.066400 0.730100 2.111200 0.02 -0.04 -0.01
H -1.471000 -2.737900 -2.902800 -0.06 0.04 -0.01
H 1.755900 -3.826400 -0.462400 0.00 0.00 -0.03
H -0.596700 1.575200 2.613800 0.02 -0.10 0.11
H -1.278700 2.978600 3.480200 -0.01 0.16 0.14
H 4.262900 -0.305700 2.505900 -0.02 0.04 0.06
H -2.291200 -4.658700 -0.062800 0.19 0.02 -0.10
H 5.051500 -1.460500 -1.582100 -0.03 -0.05 0.00
H -5.447400 0.593800 -1.920600 0.02 -0.01 -0.08
H 0.961500 4.766700 2.372200 0.00 0.09 0.13
H 0.961400 -4.061900 1.097700 -0.06 0.03 -0.06
H -2.258900 2.079200 2.291300 -0.14 0.00 0.01
H -1.211200 -4.422600 -2.402100 0.02 0.03 0.14
H -5.152400 -0.626800 2.178900 -0.03 -0.01 0.07
```
Positions in Å, forces in eV/Å.

# C19H27IN2O5PbSb

A molecular structure, C19H27IN2O5PbSb in a non-equilibrium geometry (the ωB97M-V functional and the def2-TZVPD basis, OMol25).

The orbital gap (alpha / beta) is 0.134 / 0.202 Eh. Its net charge is +3. The HOMO energy (alpha / beta) is -17.1455 / -17.1498 eV.

```
56
Properties=species:S:1:pos:R:3:forces:R:3
Pb 12.553334 10.360514 7.158151 0.23 -0.67 -0.92
I 6.654712 13.525749 7.034970 1.49 -1.16 0.09
Sb 12.850800 10.790254 10.076264 0.11 -0.19 1.43
O 12.260393 7.056995 7.199004 -0.85 0.55 0.51
O 14.998770 11.084484 6.470688 -0.50 1.76 0.58
O 17.371944 16.516110 6.583445 -0.79 -1.02 -0.01
O 15.832767 17.858238 5.930929 -0.45 -0.89 -0.08
O 12.485939 12.801954 7.117830 1.52 1.53 -0.74
N 9.808109 10.333430 7.217884 -2.12 1.63 0.04
N 16.203672 16.779193 6.369056 0.95 2.99 0.44
C 9.161886 11.535786 7.338724 1.85 0.05 0.30
C 14.828073 13.487226 6.934088 -1.81 -0.34 -0.16
C 15.616505 14.567343 7.119157 0.76 -0.09 -0.30
C 13.297354 9.203514 11.575757 0.03 -0.71 -1.31
C 10.775142 7.024463 9.053901 -0.31 0.09 1.25
C 15.146384 15.857445 6.766212 0.15 -1.07 0.19
C 13.138818 6.554736 5.090995 -0.73 0.68 -2.87
C 9.050472 9.348428 6.717929 0.66 -1.37 -0.70
C 14.518841 12.100748 10.391199 -1.52 0.78 0.08
C 12.874772 15.103250 6.632767 0.66 0.11 0.30
C 7.673215 9.433143 6.358459 1.10 0.40 -0.29
C 7.050747 10.645926 6.507855 2.27 -0.24 0.46
C 11.248502 12.088769 10.789265 1.09 0.12 0.62
C 13.404532 6.536804 6.531787 -0.03 -0.83 0.89
C 7.864747 11.736106 6.918430 -2.71 0.45 0.29
C 12.059048 6.508121 8.488587 0.04 -0.25 1.14
C 13.802461 16.155901 6.584096 -0.41 -0.65 -0.83
C 13.350238 13.732300 6.848217 -0.71 -1.25 0.76
C 15.499073 12.189956 6.736480 -0.37 -2.13 0.32
H 6.026461 10.726199 6.348424 -1.58 0.36 -0.56
H 11.867091 5.397180 8.452224 1.27 0.90 -0.03
H 11.787627 15.243066 6.524982 0.73 0.03 0.01
H 12.859622 7.566359 4.676102 0.27 -0.61 0.70
H 11.049582 11.848636 11.846435 -0.12 -0.03 -0.53
H 9.658755 8.426510 6.566230 -0.95 0.44 0.03
H 16.582386 12.152589 6.839528 0.35 0.64 -0.03
H 12.629205 9.229416 12.398775 -0.86 0.49 0.69
H 10.692856 6.952971 10.166333 0.44 0.08 -0.80
H 14.291305 9.419766 11.954126 0.18 -0.03 -0.20
H 7.152393 8.656407 5.808135 0.19 -0.37 0.59
H 11.608078 13.134109 10.754815 -0.05 -0.56 -0.11
H 13.574734 17.157962 6.231018 -0.28 -0.07 0.30
H 15.366115 11.498017 10.577196 1.03 -0.47 0.19
H 13.510318 5.472721 6.866930 0.52 0.95 -0.14
H 16.656546 14.404903 7.402141 -0.02 0.36 -0.45
H 14.001425 6.270780 4.464706 -0.21 -0.14 0.51
H 10.382411 11.986068 10.165447 -0.50 -0.17 -0.08
H 10.606160 8.048310 8.765002 -0.20 0.62 -0.08
H 12.283705 5.910048 4.790613 0.62 0.19 0.41
H 10.000462 6.391559 8.706485 -1.20 -0.21 -0.56
H 9.774683 12.331204 7.773441 -0.35 -0.04 -0.28
H 14.658510 12.765632 9.528569 0.00 -0.23 0.37
H 14.235290 7.194506 6.811715 0.40 -0.57 0.00
H 12.847772 6.863319 9.207271 0.02 -0.96 -0.85
H 14.235820 12.689264 11.287175 0.40 -0.27 -0.51
H 13.219877 8.143586 11.196552 0.29 1.34 -0.07
```
Positions in Å, forces in eV/Å.

Electronic energy per entry: -11853.529877; -4470.430956; -1955.405908 Eh